{
  "formula": "C38H35Br2N4",
  "method": "ωB97M-V with the def2-TZVPD basis set",
  "total_charge": 1,
  "de_lowest_kj_mol": 93.39,
  "multiplicity": 1,
  "lumo_energy_ev": -5.32,
  "elements": ["Br", "C", "C", "C", "C", "C", "C", "C", "C", "C", "C", "C", "Br", "C", "C", "C", "C", "H", "H", "H", "H", "H", "H", "H", "H", "H", "H", "H", "C", "C", "C", "C", "C", "N", "C", "C", "N", "C", "C", "N", "C", "C", "C", "C", "C", "C", "C", "C", "C", "N", "C", "C", "C", "C", "C", "H", "H", "H", "H", "H", "H", "H", "H", "H", "H", "H", "H", "H", "H", "H", "H", "H", "H", "H", "H", "H", "H", "H", "H"],
  "xyz": [[-4.533945, 4.512187, -2.425715], [-2.882749, 3.613444, -2.351553], [-2.850812, 2.207502, -2.307097], [-1.629852, 1.564194, -2.230112], [-0.396877, 2.262643, -2.118404], [0.826982, 1.556513, -1.974199], [2.040213, 2.190734, -2.243678], [3.292112, 1.576842, -2.191157], [4.539827, 2.275786, -2.302447], [5.763591, 1.545746, -2.372471], [6.994529, 2.183684, -2.422501], [7.043496, 3.588596, -2.432479], [8.722350, 4.464535, -2.477950], [5.861045, 4.348495, -2.400314], [4.628110, 3.700631, -2.341261], [-0.462311, 3.685745, -2.170636], [-1.679140, 4.343047, -2.294749], [-3.772978, 1.630668, -2.340224], [-1.602632, 0.478195, -2.239843], [0.804350, 0.489825, -1.740075], [2.020277, 3.235840, -2.549068], [3.338961, 0.486247, -2.114956], [5.713746, 0.457960, -2.367285], [7.920701, 1.608169, -2.444705], [5.930625, 5.439078, -2.409362], [3.714138, 4.295535, -2.295616], [0.457092, 4.278277, -2.140008], [-1.719971, 5.429942, -2.359649], [-5.553798, -5.995968, -0.963294], [-4.852338, -5.905181, -2.175696], [-3.567151, -5.358217, -2.200910], [-2.980189, -4.887827, -1.016577], [-1.577079, -4.326151, -1.071731], [-1.117464, -3.751449, 0.215284], [0.066539, -4.378003, 0.762088], [0.230951, -4.047179, 2.230704], [-0.012251, -2.643404, 2.522139], [0.723403, -2.015549, 3.604767], [-0.035515, -0.840499, 4.187756], [-0.495581, 0.035142, 3.134642], [-0.894934, 1.395751, 3.541184], [-0.144819, 2.494159, 2.823673], [-0.488593, 3.824619, 3.103466], [0.205238, 4.868298, 2.491608], [1.250567, 4.587875, 1.597868], [1.593056, 3.260167, 1.319301], [0.902279, 2.212276, 1.937715], [-0.942886, -0.493187, 1.956610], [-1.436407, 0.318930, 0.914267], [-1.608995, -0.203450, -0.296355], [-1.869160, -1.515041, -0.424900], [-1.323042, -2.419623, 0.504750], [-0.815595, -1.893291, 1.724076], [-3.671476, -4.993645, 0.196596], [-4.961602, -5.540042, 0.220629], [-6.557991, -6.428961, -0.944490], [-5.308059, -6.266789, -3.100427], [-3.002670, -5.289318, -3.137739], [-0.879983, -5.140551, -1.327469], [-1.502088, -3.575932, -1.873498], [-0.036861, -5.459653, 0.620422], [0.959919, -4.040407, 0.207319], [-0.455936, -4.667128, 2.834620], [1.245694, -4.303396, 2.548223], [0.902767, -2.758182, 4.382497], [1.716922, -1.683382, 3.252732], [-0.888122, -1.198174, 4.792016], [0.617338, -0.243220, 4.836079], [-1.982929, 1.539913, 3.404878], [-0.696440, 1.474882, 4.621351], [-1.305501, 4.023875, 3.807095], [-0.058646, 5.903941, 2.719411], [1.806682, 5.405540, 1.130452], [2.405478, 3.028581, 0.625784], [1.177724, 1.173849, 1.732322], [-1.688274, 1.365840, 1.067019], [-2.476399, -1.843712, -1.270980], [-3.199545, -4.647528, 1.120430], [-5.497077, -5.609631, 1.169841]],
  "forces_ev_per_angstrom": [[0.337, -0.130, -0.042], [0.456, -0.846, 0.325], [-0.108, 0.718, -0.217], [0.289, -0.490, -0.102], [-0.716, 0.287, 0.073], [-0.022, 0.408, -0.893], [1.071, -0.285, 0.177], [-0.885, 0.264, -0.191], [1.015, 0.506, -0.314], [-0.513, 0.273, 0.195], [-0.059, 0.248, -0.024], [-0.318, -0.292, 0.026], [-0.482, -0.236, 0.006], [-0.110, -0.251, 0.005], [0.241, -0.307, 0.116], [-0.288, 0.244, -0.234], [0.325, 0.017, -0.059], [0.231, 0.164, -0.049], [-0.058, 0.556, -0.194], [-0.075, 0.221, 0.016], [-0.037, -0.307, 0.260], [-0.018, 0.274, 0.253], [0.097, 0.191, 0.018], [-0.314, 0.178, -0.030], [-0.120, -0.423, -0.007], [0.390, -0.093, 0.004], [-0.521, -0.138, 0.179], [0.078, -0.301, 0.095], [0.224, 0.098, 0.013], [0.086, 0.033, 0.224], [-0.189, 0.077, 0.310], [-0.366, -0.186, 0.138], [0.434, 0.351, 0.733], [-0.668, -1.263, -0.672], [0.119, 0.302, -0.225], [-0.395, -0.232, 0.704], [0.186, -0.506, 0.637], [0.351, -0.125, -0.236], [-0.456, 0.054, 0.139], [0.132, 1.197, 0.922], [0.048, -0.811, -0.142], [0.372, 0.293, -0.046], [0.176, -0.177, -0.276], [0.157, -0.086, -0.099], [-0.111, -0.115, 0.063], [-0.231, 0.093, 0.208], [-0.035, 0.337, 0.047], [-0.743, -0.401, -0.662], [0.998, -1.101, 0.263], [-3.359, -0.218, 0.605], [1.448, 0.244, 0.476], [-0.011, 0.659, -0.010], [0.450, 1.083, -1.484], [-0.215, -0.069, -0.290], [0.132, -0.025, -0.318], [0.375, 0.179, -0.009], [0.140, 0.112, 0.316], [-0.279, -0.039, 0.286], [-0.190, 0.301, 0.048], [0.051, -0.174, 0.120], [0.162, 0.203, 0.199], [-0.001, -0.098, 0.085], [0.163, 0.068, -0.215], [-0.026, 0.063, -0.051], [-0.059, -0.010, 0.069], [-0.205, 0.018, 0.034], [0.219, -0.062, -0.035], [-0.043, -0.325, -0.035], [0.281, -0.081, 0.035], [-0.114, -0.001, -0.335], [0.328, 0.015, -0.286], [0.105, -0.344, -0.096], [-0.225, -0.263, 0.170], [-0.193, 0.135, 0.229], [-0.148, 0.369, 0.111], [0.629, -0.010, -0.229], [0.662, 0.090, -0.123], [-0.190, -0.093, -0.375], [0.135, -0.007, -0.323]],
  "mulliken_charge": [-0.11, -0.08, -0.30, -0.18, 0.79, 0.13, -0.53, -0.48, 0.90, -0.49, -0.58, 0.11, -0.12, -0.73, -0.30, -0.48, -0.74, 0.47, 0.15, 0.42, 0.41, 0.42, 0.37, 0.42, 0.41, 0.37, 0.28, 0.42, -0.43, -0.50, -0.63, 1.19, -1.79, 0.57, -0.74, -0.93, -0.04, -0.98, -0.74, 0.40, -1.72, 0.76, -0.68, -0.56, -0.60, -0.46, 0.09, 0.73, -1.61, 0.15, -1.54, 0.02, 0.82, -0.15, -0.65, 0.36, 0.36, 0.37, 0.52, 0.44, 0.56, 0.30, 0.28, 0.47, 0.55, 0.30, 0.31, 0.51, 0.40, 0.57, 0.42, 0.40, 0.41, 0.51, 0.36, 0.38, 0.59, 0.30, 0.37]
}


{
  "formula": "C27H48BN8OS5V",
  "method": "ωB97M-V with the def2-TZVPD basis set",
  "total_charge": 2,
  "multiplicity": 3,
  "lumo_energy_ev": [-6.18, -5.12],
  "elements": ["V", "C", "C", "C", "C", "N", "C", "C", "N", "B", "N", "C", "C", "N", "C", "S", "C", "C", "C", "C", "N", "C", "C", "N", "C", "S", "C", "C", "C", "C", "C", "S", "H", "H", "H", "H", "H", "H", "H", "H", "H", "H", "H", "H", "H", "H", "H", "H", "H", "H", "H", "H", "H", "H", "H", "H", "H", "H", "H", "H", "H", "H", "H", "H", "H", "H", "C", "O", "C", "S", "S", "H", "H", "H", "N", "C", "C", "N", "C", "C", "H", "H", "H", "H", "H", "H", "H", "H", "H", "H", "H"],
  "xyz": [[-1.200113, 2.112496, -0.282563], [4.201679, 1.845357, -2.633499], [3.128096, 1.086659, -3.499292], [2.231629, 2.063569, -4.315429], [3.757513, 0.230813, -4.618986], [2.393974, 0.183516, -2.564604], [2.285334, -1.200818, -2.762750], [1.400549, -1.657369, -1.901199], [0.934152, -0.570583, -1.130976], [-0.162957, -0.964986, 0.010203], [-1.421144, -1.595328, -0.655752], [-1.815598, -2.901106, -0.767934], [-2.924293, -3.037137, -1.488137], [-3.372976, -1.697040, -1.784424], [-2.392620, -0.883933, -1.367301], [-2.243336, 0.782563, -1.892382], [-4.505253, -1.406728, -2.709905], [-5.410897, -2.666972, -2.767149], [-4.050376, -1.159210, -4.184258], [-5.357022, -0.244016, -2.150002], [0.469478, -2.075058, 1.043162], [-0.423473, -2.846814, 1.770868], [0.223082, -3.488616, 2.729737], [1.576347, -3.130695, 2.647558], [1.714558, -2.171315, 1.646467], [3.067068, -1.287084, 1.187858], [2.651192, -3.759517, 3.444597], [2.007675, -4.663747, 4.580534], [3.593482, -2.692233, 4.063234], [3.491786, -4.598342, 2.519581], [1.475491, 0.566282, -1.621524], [1.270325, 2.122644, -0.952015], [4.516394, 2.796117, -3.126967], [5.067567, 1.207039, -2.499599], [3.805848, 2.123229, -1.614707], [2.952528, 2.722679, -4.857398], [1.598139, 2.678867, -3.660243], [1.526430, 1.550523, -5.004120], [4.507023, 0.803265, -5.267397], [2.907975, -0.045314, -5.284145], [4.191400, -0.697391, -4.187276], [2.965602, -1.714404, -3.386485], [1.214386, -2.710929, -1.743012], [-0.490996, -0.004201, 0.754623], [-1.261630, -3.673329, -0.246204], [-3.522837, -3.913309, -1.721307], [-5.000004, -3.512045, -3.365189], [-6.335261, -2.487490, -3.262799], [-5.586779, -3.081727, -1.790954], [-3.665936, -2.099021, -4.633308], [-3.246098, -0.399478, -4.284172], [-4.935758, -0.846826, -4.763806], [-5.801014, -0.472195, -1.131352], [-6.218590, -0.086141, -2.844142], [-4.772196, 0.680897, -2.015310], [-1.469454, -2.855293, 1.438662], [-0.196153, -4.123822, 3.511327], [1.442728, -4.101707, 5.311373], [2.880911, -4.959194, 5.166514], [1.494683, -5.528118, 4.087847], [3.264067, -2.037759, 4.839250], [4.016571, -2.164176, 3.151467], [4.424734, -3.292948, 4.523276], [2.914567, -5.449761, 2.046858], [4.297501, -5.059479, 3.093425], [4.045851, -4.037129, 1.702839], [-4.752857, 5.065115, 1.380078], [-3.775263, 5.024967, 0.214349], [-3.027982, 3.958063, 0.052867], [-3.093461, 2.586491, 1.086833], [-2.000823, 4.009471, -1.263336], [-5.395382, 5.921798, 1.109429], [-4.245978, 5.283132, 2.367896], [-5.433248, 4.184370, 1.453747], [1.822680, 3.885909, 3.359442], [0.805605, 4.816889, 2.707138], [0.216303, 4.232981, 1.423880], [-0.241205, 2.802521, 1.665258], [0.701439, 1.948343, 2.432671], [1.135972, 2.619450, 3.774103], [2.313891, 4.321671, 4.140210], [2.534164, 3.717358, 2.616917], [1.256189, 5.788175, 2.425012], [0.033337, 4.933330, 3.465783], [0.847475, 4.312685, 0.518515], [-0.710368, 4.706611, 1.172713], [-1.111206, 2.916478, 2.184433], [1.549521, 1.721505, 1.764466], [0.210932, 0.998570, 2.622183], [1.911428, 2.001165, 4.261864], [0.323289, 2.738268, 4.532265]],
  "forces_ev_per_angstrom": [[1.815, -2.928, 0.192], [-0.798, 0.624, -0.018], [0.837, 0.945, -0.443], [-0.259, 0.392, 0.820], [0.298, -0.237, -0.334], [-1.246, 0.283, -0.779], [0.740, 1.680, 0.106], [-0.467, 0.070, 1.179], [-1.562, -1.548, 0.024], [1.880, -0.153, 0.760], [-1.925, 1.374, -1.487], [1.364, -1.256, 0.619], [-1.685, 1.294, -0.202], [1.700, -1.749, -0.382], [1.133, 0.198, 0.774], [0.178, 0.114, 0.242], [-1.198, -0.269, -0.763], [1.300, -0.839, -0.252], [0.614, 0.042, 0.275], [-0.612, 0.026, 0.653], [-0.443, 1.225, -0.729], [-1.310, 0.571, -1.058], [0.529, -0.635, 1.096], [-0.911, 1.043, -0.587], [-0.774, -0.743, -0.093], [-0.011, 0.311, -0.243], [-0.407, 0.476, 1.464], [1.337, 0.281, -1.503], [1.804, -1.405, -1.607], [0.777, -1.229, -1.472], [1.001, -2.211, 0.254], [-1.127, 0.706, 0.116], [-0.191, -0.812, 0.256], [0.172, -0.071, 0.070], [0.365, -0.352, -1.135], [-0.856, -0.503, 0.195], [0.359, 0.054, -0.174], [0.723, 0.169, 0.303], [-0.979, -0.752, 1.248], [0.792, -0.165, 0.287], [0.314, 0.863, -0.716], [0.038, -0.415, -0.452], [-0.452, 0.330, 0.406], [-0.049, 0.130, -0.822], [-0.123, 0.051, -0.586], [0.330, 0.425, 0.108], [0.242, 0.688, 0.321], [-0.800, 0.644, -0.142], [-0.400, 0.068, 0.565], [-0.230, 0.502, 0.343], [-0.654, -0.306, 0.126], [0.438, -0.067, 0.252], [0.559, -0.068, -1.141], [0.792, 0.059, 0.538], [-0.424, -0.365, -0.374], [0.723, -0.104, 1.056], [0.449, 0.190, -0.490], [-0.716, 0.156, -0.252], [-0.114, -0.628, -0.226], [0.308, 0.645, 0.933], [-0.853, 0.501, 0.245], [-0.332, -0.221, 1.690], [-0.591, 0.601, -0.397], [0.462, 1.011, 0.457], [-0.103, -0.116, 0.108], [-1.052, -0.328, 0.935], [-0.236, 0.749, -0.131], [-1.054, -0.707, 1.851], [-1.116, 0.777, 0.366], [-0.499, 0.276, -0.242], [0.308, 0.692, -0.683], [0.517, -0.367, 0.176], [-0.253, -0.434, -1.378], [1.022, 0.353, -0.324], [-0.325, 0.760, -1.041], [0.044, 0.811, -0.354], [0.248, -1.902, 0.566], [0.404, 1.022, -0.117], [-0.188, 0.458, 0.119], [0.701, -1.614, -0.663], [-0.150, 0.232, 0.015], [-0.293, -0.412, 0.751], [0.012, -0.486, 0.678], [-0.016, 0.288, -0.086], [0.062, -0.190, 0.691], [-0.289, 0.925, 0.026], [0.216, -0.227, 0.207], [-0.041, 0.083, 0.427], [-0.006, -0.074, 0.156], [-0.376, 0.128, -0.292], [0.582, 0.591, -0.874]],
  "mulliken_charge": [0.44, -1.22, 0.82, -1.36, -1.72, 0.63, -0.62, -1.07, 1.57, -0.91, 1.50, -0.65, -1.26, 0.34, -0.01, -0.22, 0.94, -2.09, -1.38, -1.25, 0.13, -1.85, -0.44, 0.57, 0.22, -0.40, 0.90, -1.94, -1.32, -1.41, -0.09, -0.27, 0.38, 0.38, 0.20, 0.46, 0.24, 0.35, 0.34, 0.44, 0.45, 0.45, 0.54, -0.25, 0.94, 0.55, 0.42, 0.46, 0.53, 0.38, 0.30, 0.45, 0.33, 0.47, 0.29, 1.14, 0.47, 0.42, 0.46, 0.44, 0.34, 0.31, 0.44, 0.34, 0.48, 0.27, -0.66, -0.30, 0.81, -0.45, -0.30, 0.28, 0.30, 0.35, -0.10, -0.93, -0.59, 0.24, -0.67, -0.92, 0.37, 0.39, 0.44, 0.41, 0.31, 0.43, 0.48, 0.25, 0.29, 0.47, 0.35]
}


Number 1: calculated total energy -6835.7915 Ha. Number 2: calculated total energy -4530.3223 Ha.